No. 1
150
Properties=species:S:1:pos:R:3:forces:R:3:lowdin_spin:R:1 method="wB97M-V/def2-TZVPD" multiplicity=3 s2=2.01 e_homo_ev="-1.878 / -6.116" total_charge=-1
Cu -0.3095 -0.7301 -2.9579 -0.7 2.2 0.0 0.5844
N 0.8297 0.0346 -1.3369 0.4 -3.9 -3.3 0.1845
S 0.8400 1.2150 -0.3503 1.3 3.1 0.8 0.1316
O 1.4392 2.4517 -0.9195 -0.6 -1.9 1.1 0.0453
O 0.7708 0.9031 1.0507 -0.3 0.6 1.2 0.1201
F -0.7024 1.5786 -0.5812 -1.1 0.4 -0.3 0.0035
S 2.3463 -0.5218 -0.8051 -1.0 -0.8 2.8 0.2234
O 2.2925 -1.6747 0.1137 -0.6 0.5 0.0 0.0585
O 3.5591 0.2395 -0.7796 1.5 0.6 -1.2 0.1395
F 2.5532 -1.4193 -2.1117 0.0 -0.2 -1.8 0.0124
O -0.7186 1.2908 -3.7307 0.2 -1.7 0.9 0.4048
H -0.3317 1.7832 -2.9808 -0.1 -0.2 -0.4 0.0057
C -3.2568 3.7285 -1.2389 0.5 0.5 -0.2 0.0002
C -4.6646 3.7152 -1.8047 0.5 0.1 0.1 0.0000
C -5.1362 4.9076 -2.6154 0.0 1.1 -0.1 0.0000
O -4.8045 2.5850 -2.6110 -0.6 -1.2 -0.4 0.0001
H -2.4537 3.6055 -1.9655 -0.1 0.8 -0.8 0.0005
H -2.9561 2.8637 -0.6476 -0.9 0.0 0.7 0.0000
H -3.1709 4.6730 -0.7015 0.6 -0.1 0.3 0.0000
H -5.3052 3.6481 -0.9254 -0.5 -0.4 -0.1 0.0000
H -4.5754 5.1519 -3.5176 0.7 -0.3 0.1 0.0000
H -5.1500 5.8237 -2.0249 0.0 0.1 0.2 0.0000
H -6.1383 4.7799 -3.0247 -0.2 -0.4 0.4 0.0000
H -4.0312 2.6089 -3.1794 0.2 -0.3 -0.2 0.0001
C -0.8440 -5.1353 -1.5042 1.5 0.0 0.3 0.0006
C 0.2887 -4.0195 -1.7818 0.2 -3.3 0.0 0.0025
C 1.5610 -4.5975 -2.5005 -1.0 -0.7 1.5 0.0007
O -0.2897 -3.0933 -2.6411 -0.5 2.0 -0.4 0.0164
H -0.4828 -5.9841 -0.9235 0.5 0.2 0.3 0.0002
H -1.1689 -5.6553 -2.4054 -0.2 0.5 -0.5 0.0001
H -1.7070 -4.7963 -0.9311 0.0 0.5 -0.3 0.0000
H 0.6344 -3.6159 -0.8301 -0.4 0.7 -0.2 0.0013
H 2.3467 -3.8479 -2.5952 -0.4 0.1 -0.5 0.0001
H 1.2395 -5.1457 -3.3861 0.2 0.5 -0.5 0.0001
H 1.9989 -5.3781 -1.8784 0.0 -0.1 0.3 0.0001
H -0.7660 -3.5713 -3.3240 0.1 -0.1 0.0 0.0006
C 6.0113 -2.7266 -0.3549 -1.8 -0.3 -0.7 0.0012
C 5.7624 -2.0063 0.9480 -1.7 -0.5 0.8 0.0010
C 5.0688 -2.7820 2.0890 -0.7 -0.6 -0.5 0.0003
O 7.0060 -1.6986 1.4094 2.8 1.0 1.3 0.0003
H 6.3865 -2.0490 -1.1218 0.4 0.0 0.3 0.0004
H 5.0921 -3.1277 -0.7818 -0.2 -0.1 0.0 0.0007
H 6.6674 -3.5822 -0.1949 0.3 0.1 0.0 0.0000
H 5.2204 -1.0619 0.8993 -0.1 -0.1 -0.8 0.0009
H 5.1314 -2.2670 3.0476 0.1 0.4 -0.2 0.0000
H 5.4950 -3.7665 2.2822 0.4 -0.3 -0.3 0.0000
H 4.0165 -2.9762 1.8813 -0.2 0.2 -0.1 0.0003
H 7.3847 -2.5554 1.6195 0.6 0.1 0.2 0.0000
C -3.5791 -5.1936 2.3605 -0.9 0.8 -0.4 0.0000
C -2.3020 -5.7761 1.9207 1.4 -0.6 0.9 0.0000
C -1.0009 -5.0072 2.3745 -1.1 -0.1 -1.4 0.0000
O 0.0921 -5.7575 1.8848 0.7 -0.4 -1.0 0.0001
C 1.3297 -5.0635 1.8544 0.3 1.0 1.0 0.0004
N -2.2036 -7.1203 2.4773 0.1 -0.5 -0.7 0.0000
H -4.4059 -5.7696 1.9450 0.0 -0.3 0.3 0.0000
H -3.7124 -4.2188 1.8913 0.0 0.5 0.6 0.0000
H -3.6364 -5.2074 3.4489 -0.2 0.4 0.0 0.0000
H -2.3369 -5.9442 0.8443 0.4 0.5 -0.1 0.0000
H -0.9169 -4.9265 3.4582 -0.3 0.1 0.2 0.0000
H -1.0633 -4.0097 1.9396 0.5 0.3 0.0 0.0000
H 1.2777 -4.1110 1.3271 -0.3 0.2 0.1 0.0006
H 2.2274 -5.5313 1.4501 -0.7 -1.1 -0.6 0.0001
H 1.6533 -4.8839 2.8796 -0.2 0.5 0.3 0.0000
H -1.3575 -7.4144 2.0107 0.3 -0.9 0.4 0.0000
H -1.9583 -7.0228 3.4522 0.0 -0.1 0.3 0.0000
C 3.8350 3.2707 -5.0498 2.1 -0.8 -0.4 0.0001
C 3.8121 1.6892 -4.9572 -1.3 2.4 1.5 0.0001
C 4.9440 1.0458 -4.1755 0.5 -0.1 0.8 0.0009
O 4.7836 -0.4200 -4.0763 0.2 1.2 -0.8 0.0011
C 5.9957 -1.1874 -4.0987 -0.7 1.5 -0.1 0.0003
N 2.5129 1.4509 -4.2964 0.7 -1.9 -1.0 0.0000
H 2.9636 3.7367 -5.5097 -0.1 -0.6 -0.1 0.0000
H 4.7295 3.5008 -5.6285 0.0 0.4 -0.5 0.0000
H 4.0329 3.8162 -4.1271 -0.3 -0.5 0.5 0.0000
H 3.9290 1.2736 -5.9581 -0.8 -0.1 -0.2 0.0000
H 4.9949 1.4221 -3.1538 -0.4 0.0 0.3 0.0009
H 5.8665 1.4247 -4.6154 0.6 -0.8 -0.4 0.0000
H 5.7689 -2.1944 -3.7488 0.0 0.2 0.0 0.0000
H 6.7200 -0.6712 -3.4686 0.2 -0.4 0.3 0.0001
H 6.4046 -1.1828 -5.1091 0.1 -0.3 -0.2 0.0000
H 2.7273 0.5355 -3.9275 -1.1 -0.7 0.4 0.0006
H 2.3828 2.0019 -3.4599 0.3 0.5 0.1 0.0002
C -6.4567 3.4100 2.8003 1.4 -0.1 0.1 0.0000
C -5.4323 2.3206 2.5126 1.8 0.0 0.7 0.0000
C -3.9562 2.8610 2.6709 -0.4 0.1 -0.7 0.0001
O -2.9009 1.9824 2.2393 -1.5 -0.3 1.6 0.0004
C -1.6998 2.4402 2.8252 1.7 -0.2 -1.0 0.0021
N -5.7068 1.1850 3.3869 0.2 -1.2 -0.6 0.0000
H -6.2921 4.2128 2.0817 -0.7 0.1 -0.1 0.0000
H -6.1394 3.7954 3.7693 -0.4 0.3 0.3 0.0000
H -7.4590 2.9905 2.8873 0.1 0.3 -0.4 0.0000
H -5.4158 2.0174 1.4657 -0.6 -0.5 0.0 0.0000
H -3.7385 3.1636 3.6952 -0.3 0.0 0.3 0.0000
H -3.8719 3.7402 2.0322 -0.1 0.5 0.0 0.0000
H -0.9342 1.6646 2.8395 -0.3 -0.4 -0.6 0.0017
H -1.6651 2.7775 3.8611 -1.1 0.3 0.2 0.0001
H -1.3284 3.2243 2.1654 0.2 0.3 0.4 0.0002
H -5.6016 1.3064 4.3841 -0.2 1.0 0.1 0.0000
H -4.9820 0.5007 3.2237 0.1 -0.4 -0.4 0.0000
C 1.6941 5.2106 1.6497 0.2 -0.8 -0.4 0.0001
C 0.5963 5.0088 0.6097 -0.4 -0.3 -0.4 0.0007
C -0.5041 5.9871 0.8071 -0.8 1.0 0.1 0.0001
O -1.1709 5.7493 2.0505 -1.3 0.5 -0.4 0.0001
C -2.3289 6.6318 2.2200 1.8 -0.7 -0.1 0.0000
N 1.0527 5.1175 -0.7684 0.7 0.9 -0.1 0.0017
H 2.1928 6.1796 1.6291 -0.4 0.3 -0.2 0.0000
H 2.4818 4.4857 1.4447 0.0 -0.2 0.2 0.0000
H 1.2796 5.0276 2.6411 0.1 0.0 0.0 0.0000
H 0.0827 4.0531 0.7153 0.4 -0.5 0.6 0.0007
H -1.2077 5.9744 -0.0253 -0.4 -0.5 -0.1 0.0000
H -0.1040 6.9977 0.7246 0.2 0.5 0.5 0.0000
H -3.1655 6.4857 1.5367 0.2 -0.3 -0.6 0.0000
H -1.8821 7.6131 2.0600 -0.7 0.5 0.4 0.0000
H -2.7409 6.4543 3.2133 0.4 0.3 0.1 0.0000
H 0.2827 4.9941 -1.4102 -0.3 0.0 0.1 0.0005
H 1.6388 4.3212 -0.9745 0.2 0.0 0.2 0.0007
C -4.5754 -1.6983 -4.5579 -0.8 0.5 1.3 0.0012
C -3.4322 -0.9413 -3.8483 0.1 -0.7 1.6 0.0003
C -3.3917 -1.3683 -2.3301 1.1 0.1 -0.1 0.0008
O -2.1512 -0.9914 -1.6485 -1.6 1.0 -1.4 0.0094
C -2.1767 -1.2247 -0.2694 0.6 -0.7 0.9 0.0026
N -2.1257 -1.3147 -4.4188 -0.3 0.1 -0.2 0.0251
H -4.5815 -2.7762 -4.3961 0.7 -0.2 -0.3 0.0000
H -4.7591 -1.4341 -5.5993 0.4 0.0 0.0 0.0000
H -5.4890 -1.4455 -4.0197 -0.3 0.4 -0.1 0.0003
H -3.5525 0.1326 -3.9907 0.0 0.0 0.4 -0.0004
H -3.3657 -2.4576 -2.2998 -0.3 -0.4 -0.2 0.0001
H -4.2699 -1.0413 -1.7734 0.1 0.3 0.0 0.0001
H -2.2667 -2.2988 -0.1074 -0.2 -0.4 0.2 0.0001
H -2.9299 -0.7185 0.3344 -0.4 0.3 -0.5 0.0000
H -1.2277 -0.9356 0.1823 0.2 0.1 -0.4 0.0014
H -2.2418 -0.9033 -5.3339 1.1 0.4 -0.5 0.0000
H -2.2771 -2.2902 -4.6325 0.5 -0.6 0.0 0.0006
C 2.5597 -2.8447 4.8870 0.1 0.9 1.2 0.0000
C 1.9164 -1.4570 4.6590 1.8 -0.6 -1.7 0.0000
C 2.9877 -0.3267 4.3255 -1.0 -1.4 0.3 0.0000
O 2.2554 0.8376 4.2601 0.5 2.1 0.3 0.0002
C 3.1055 1.9631 3.9588 -1.4 0.1 -0.2 0.0000
N 0.9541 -1.6336 3.5580 0.3 1.0 0.2 0.0000
H 3.3351 -3.1786 4.1975 -0.5 0.3 -0.7 0.0000
H 1.7336 -3.5526 4.9551 0.3 -0.2 0.0 0.0000
H 3.1239 -2.8171 5.8192 -0.2 -0.2 0.4 0.0000
H 1.3421 -1.1009 5.5143 0.2 -0.2 0.2 0.0000
H 3.4737 -0.4078 3.3532 0.2 -0.9 -0.2 0.0000
H 3.7492 -0.2372 5.1002 0.3 -0.3 0.3 0.0000
H 2.4022 2.7954 3.9856 0.3 0.2 -0.2 0.0000
H 3.5672 1.8931 2.9738 -0.2 -0.2 -0.3 0.0000
H 3.9167 2.1708 4.6565 -0.1 -0.5 0.5 0.0000
H 1.4526 -1.9623 2.7433 0.4 -0.6 -0.3 -0.0001
H 0.8334 -0.6747 3.2648 -1.0 0.5 -0.3 0.0003


No. 2
150
Properties=species:S:1:pos:R:3:forces:R:3:mulliken_charge:R:1 method="wB97M-V/def2-TZVPD" multiplicity=1 e_homo_ev=-8.235 smiles="COCCNCCOC.COCCNCCOC.COCCNCCOC.COCCNCCOC.COCCNCCOC.NC(N)=O.NC(N)=O.NC(N)=O.O.O" de_lowest_ev=0.000
C 0.6348 -5.3107 -2.3824 0.7 -0.4 -0.2 -0.6403
O 1.1525 -5.1023 -3.6872 0.0 0.0 0.1 -0.3949
C 1.2783 -3.7321 -3.9871 -0.7 0.3 0.4 -0.2962
C 1.6801 -3.5498 -5.4222 0.2 0.0 0.2 -0.7669
N 0.6698 -4.0335 -6.3603 0.0 0.7 -0.2 -0.2051
C 1.0842 -3.8014 -7.7447 0.7 -0.9 -0.3 -0.7471
C -0.0685 -3.6809 -8.7218 0.4 0.2 0.0 -0.8538
O -0.8799 -2.5637 -8.4171 -0.2 -0.2 0.4 -0.2989
C -2.1554 -2.6093 -9.0262 -0.1 -0.3 -0.3 -0.8326
H 0.7649 -6.3773 -2.2003 -0.3 0.0 0.1 0.2899
H -0.4119 -5.0163 -2.2814 0.0 0.1 -0.1 0.2461
H 1.2496 -4.7720 -1.6529 -0.2 0.1 0.1 0.2771
H 1.9580 -3.2147 -3.2936 0.4 -0.3 -0.2 0.3595
H 0.3216 -3.2323 -3.7904 -0.2 0.0 -0.3 0.0814
H 2.6457 -4.0463 -5.6025 0.1 0.1 0.1 0.4273
H 1.8310 -2.4740 -5.5457 -0.1 0.0 -0.3 0.4473
H 0.5687 -5.0318 -6.2275 -0.1 0.0 0.2 0.2646
H 1.6709 -4.6728 -8.0890 -0.1 0.1 -0.2 0.4361
H 1.8297 -3.0079 -7.8291 -0.5 0.5 0.2 0.4707
H -0.5856 -4.6468 -8.6675 -0.6 0.3 -0.1 0.4047
H 0.2993 -3.5496 -9.7455 0.2 -0.2 0.0 0.3933
H -2.0781 -2.4550 -10.1090 0.0 0.0 0.0 0.2879
H -2.8007 -1.8451 -8.5992 0.2 0.1 0.1 0.2284
H -2.6200 -3.5868 -8.8595 0.0 0.0 0.0 0.3556
C -5.3160 0.8851 1.3319 -0.2 -0.8 0.0 -0.9826
O -3.9607 1.1749 1.0484 -0.3 0.3 0.6 -0.3386
C -3.6697 2.5409 1.3332 0.4 1.0 -1.7 -0.9157
C -2.1769 2.7627 1.4422 0.2 -0.5 0.6 -0.2242
N -1.6232 2.2440 2.7036 0.1 0.4 -0.7 -0.2462
C -0.2948 2.7840 2.9749 0.2 -0.5 0.3 -0.1818
C 0.1883 2.1669 4.2831 0.7 0.3 -0.6 -0.0297
O 1.5493 2.5317 4.4581 -0.1 0.2 0.0 -0.3450
C 2.0316 2.2010 5.7381 -0.2 0.2 0.1 -0.6685
H -5.5533 -0.1233 0.9823 0.3 0.1 -0.2 0.2857
H -5.9950 1.5639 0.8113 0.0 0.2 0.2 0.3672
H -5.4874 0.8462 2.4121 -0.1 0.5 0.0 0.3210
H -4.2396 2.9982 2.1437 0.1 -0.6 0.4 0.4038
H -3.9574 3.1082 0.4289 -0.2 0.0 0.1 0.3571
H -1.9462 3.8289 1.3919 -0.3 0.1 0.0 0.5377
H -1.7107 2.2957 0.5602 0.1 0.0 0.0 0.0227
H -1.4960 1.2461 2.5681 -0.2 -0.1 0.3 0.2174
H -0.2950 3.8732 3.0513 -0.2 0.0 0.0 0.4927
H 0.4444 2.5162 2.2023 0.0 0.1 -0.1 -0.1525
H 0.1421 1.0755 4.1592 -0.3 0.0 0.4 -0.3117
H -0.4069 2.5268 5.1256 -0.2 -0.3 0.0 0.4811
H 3.0704 2.5203 5.7978 0.1 -0.2 -0.1 0.2880
H 1.9189 1.1294 5.9402 0.2 0.0 0.0 0.1631
H 1.4890 2.7508 6.5218 -0.1 -0.1 -0.1 0.3493
C 3.5151 0.4432 2.2582 -0.5 0.1 0.2 -0.1871
O 4.5870 1.3142 2.5383 0.0 0.0 -0.5 -0.3033
C 5.7740 0.6303 2.8035 0.3 -0.7 0.6 -0.5292
C 6.8785 1.5881 3.1553 0.2 0.9 -0.1 -0.9182
N 6.5365 2.4374 4.2949 -0.3 -0.3 -0.2 -0.1029
C 7.4962 3.4984 4.5244 0.4 -0.7 0.4 -0.7452
C 7.1769 4.3006 5.7759 0.6 0.0 -0.8 -0.5376
O 7.5283 3.5448 6.9137 -0.5 -0.7 -0.2 -0.2893
C 8.1326 4.2681 7.9232 0.6 1.1 0.7 -0.7868
H 3.3937 0.1429 1.2094 0.6 0.0 0.0 0.1772
H 2.5928 0.9755 2.4949 0.0 0.0 0.3 -0.2368
H 3.6043 -0.4447 2.8936 -0.2 -0.1 -0.1 0.3843
H 6.1033 -0.0224 1.9815 -0.1 0.2 -0.2 0.3452
H 5.6316 -0.0626 3.6547 -0.1 0.1 0.0 0.3398
H 7.0592 2.2490 2.3000 0.0 -0.1 0.0 0.3895
H 7.8162 1.0437 3.3497 -0.1 -0.2 -0.2 0.4284
H 6.5319 1.8194 5.1012 -0.1 0.3 0.2 0.2040
H 7.5712 4.1759 3.6714 -0.3 -0.1 -0.1 0.4438
H 8.4957 3.0477 4.6685 0.1 0.4 0.0 0.3545
H 6.1202 4.5786 5.7656 0.0 0.1 0.2 0.2467
H 7.8200 5.1873 5.7050 -0.2 0.2 0.3 0.4015
H 8.9774 4.8644 7.5443 0.0 -0.1 -0.1 0.3233
H 8.5309 3.6136 8.6956 -0.1 -0.3 -0.1 0.2535
H 7.4769 4.9945 8.4237 -0.3 -0.2 -0.1 0.3027
C -7.2277 3.2555 -5.0906 -0.4 0.9 0.7 -0.8783
O -6.0263 2.5900 -4.8642 0.0 -0.7 0.0 -0.1302
C -5.1383 2.5812 -5.9615 0.2 0.8 -0.7 -1.0428
C -4.1089 1.5019 -5.7934 -0.2 -0.4 0.7 -0.1002
N -4.5724 0.1350 -6.1113 0.5 0.6 0.5 -0.3793
C -5.6459 -0.3687 -5.2524 0.1 -0.5 -0.5 -1.2042
C -5.3953 -0.5140 -3.7687 0.2 -0.1 0.2 -0.2753
O -4.3633 -1.4661 -3.5240 -0.3 0.2 -0.2 -0.2772
C -4.3185 -1.7691 -2.1500 0.7 -0.6 0.1 -0.7283
H -7.8364 2.8683 -5.9130 0.3 -0.1 -0.2 0.3480
H -7.0537 4.3356 -5.2074 -0.1 -0.1 -0.4 0.3175
H -7.8291 3.1804 -4.1810 0.1 -0.2 0.0 0.2387
H -4.6342 3.5603 -6.0072 0.1 -0.1 0.1 0.4258
H -5.6584 2.4965 -6.9268 -0.2 -0.3 0.2 0.3720
H -3.7896 1.5648 -4.7431 0.2 0.1 -0.1 0.1775
H -3.2206 1.6843 -6.3954 -0.1 0.2 -0.1 0.4356
H -3.7466 -0.4184 -5.8885 -0.2 -0.3 -0.3 0.2385
H -5.8415 -1.3720 -5.6465 -0.2 0.0 0.2 0.3733
H -6.5502 0.2222 -5.3861 0.0 0.1 -0.1 0.4428
H -6.3364 -0.8769 -3.3304 0.0 0.0 0.1 0.4169
H -5.1248 0.4193 -3.2614 -0.1 0.1 -0.2 0.3409
H -5.2213 -2.3072 -1.8414 -0.2 0.4 0.1 0.4098
H -4.0961 -0.8829 -1.5484 -0.4 0.1 0.1 0.3893
H -3.4821 -2.4461 -1.9703 0.0 0.1 -0.2 0.0641
C 0.4458 0.5630 9.3343 1.0 0.6 0.4 -0.8220
O 0.0493 -0.1142 8.1910 -0.3 -0.3 -0.3 -0.1883
C -0.3750 -1.4472 8.4316 -0.5 0.3 0.5 -0.6705
C -1.0006 -1.9637 7.1600 0.0 -0.7 0.4 -0.5981
N 0.0264 -2.0758 6.1403 -0.3 -0.2 0.5 -0.3376
C -0.5363 -2.2521 4.8172 0.3 0.8 -0.7 -1.0073
C 0.5128 -2.1871 3.7158 -0.7 0.0 0.0 1.3321
O 1.1161 -3.4405 3.4924 0.0 0.1 0.3 -0.5066
C 1.7857 -3.4877 2.2668 0.4 -0.2 -0.7 -0.3254
H 1.3169 0.0871 9.8061 -0.2 -0.2 0.1 0.3571
H -0.3422 0.7090 10.0794 -0.2 -0.2 -0.1 0.3147
H 0.8038 1.5506 9.0341 -0.2 0.0 -0.1 0.1779
H -1.0930 -1.4703 9.2666 -0.2 0.2 -0.2 0.4601
H 0.4550 -2.0741 8.7814 0.2 0.0 -0.4 0.3392
H -1.8568 -1.3462 6.8542 0.1 0.3 0.0 0.3040
H -1.4385 -2.9427 7.3923 0.2 -0.1 -0.2 0.3465
H 0.5437 -1.2063 6.2191 0.1 0.0 -0.5 0.2980
H -1.2270 -1.4284 4.5615 -0.2 -0.1 0.2 0.3495
H -1.0883 -3.1868 4.7131 0.1 -0.1 0.3 0.4430
H 1.2055 -1.3644 3.9584 0.4 -0.3 -0.1 -0.1213
H -0.0038 -1.8933 2.7966 0.0 0.0 0.0 -0.5842
H 2.7212 -2.9138 2.2903 0.0 0.0 0.0 0.1873
H 1.1925 -3.1197 1.4175 -0.2 0.2 0.3 0.0095
H 2.0141 -4.5240 2.0110 0.1 0.0 0.4 0.3281
N 1.9888 4.1923 -1.1140 0.5 -0.6 -0.2 -0.4255
C 2.2518 2.8754 -1.3867 -0.8 1.1 -0.8 0.5969
N 2.9875 2.6849 -2.5228 0.3 -0.6 0.4 -0.4457
O 1.7384 1.9670 -0.7583 0.3 -0.4 0.3 -0.5899
H 1.3042 4.3994 -0.4139 0.1 0.1 0.2 0.2114
H 2.5188 4.9021 -1.5839 -0.2 0.2 0.2 0.1540
H 3.1845 1.7299 -2.7589 0.1 0.0 -0.1 0.2229
H 3.3032 3.4085 -3.1399 -0.1 0.1 0.1 0.1583
N 0.2150 -0.4958 0.3392 -0.1 -0.4 -0.4 0.4803
C -0.4461 -0.7876 -0.8257 0.5 0.1 0.2 0.0477
N 0.0139 -0.0930 -1.8947 -0.1 -0.2 -0.6 0.1899
O -1.3345 -1.6409 -0.8859 -0.2 0.1 -0.2 -0.3279
H 0.8409 0.2927 0.2878 -0.1 0.2 0.4 0.1639
H -0.3568 -0.6815 1.1534 0.1 0.3 0.1 -0.3862
H -0.5078 -0.0840 -2.7592 0.0 -0.1 0.0 0.0099
H 0.7627 0.5742 -1.7765 -0.3 0.1 0.1 -0.0225
N -1.4434 -1.4477 -5.5225 -0.3 -0.1 -0.1 0.1214
C -0.8764 -0.2273 -5.7549 -0.1 -1.3 0.3 0.3820
N -0.2207 -0.1503 -6.9504 0.1 0.6 0.2 -0.2056
O -0.9532 0.6569 -4.9118 0.3 0.6 -0.2 -0.7389
H -1.9847 -1.5588 -4.6815 0.0 0.0 0.1 -0.0098
H -1.3329 -2.2344 -6.1447 0.2 0.1 0.0 0.0692
H 0.2830 0.7002 -7.1220 0.0 0.0 -0.1 0.1997
H -0.1659 -0.9333 -7.5894 -0.2 0.1 0.1 0.2831
O -2.7310 -3.1080 1.0899 0.0 -0.2 -0.4 -0.6830
H -3.3911 -3.7311 0.7761 0.0 0.0 0.1 0.2674
H -2.2791 -2.7821 0.2832 0.1 0.2 0.2 0.3901
O -2.1558 -0.6125 2.0938 -0.1 0.0 0.2 -0.2464
H -2.4729 -1.5264 2.0156 0.0 0.0 -0.1 0.3130
H -2.8453 -0.0574 1.6762 0.2 -0.2 0.0 -0.0228


Question: Among the records above, which one has the highest multiplicity?
Answer: C33H91CuF2N7O14S2